15
Properties=species:S:1:pos:R:3:forces:R:3 method="wB97M-V/def2-TZVPD" multiplicity=2 orbital_gap_ev="9.0 / 5.3" e_lumo_ev="-3.83 / -7.52" s_squared=0.77 de_lowest_ev=1.247 total_charge=+1
H 2.203 -0.968 -0.572 0.120 0.040 -0.410
H -2.263 -0.742 -3.024 -0.154 0.111 -0.026
H -0.538 -0.113 -2.776 0.210 0.008 -0.220
H -2.848 0.175 -0.747 -0.090 -0.112 0.100
H 0.449 -0.428 2.937 0.446 0.212 -0.085
H 1.983 0.799 0.019 0.264 0.186 0.043
O 1.031 0.052 2.325 -0.621 -0.315 -0.091
H -0.109 1.176 -0.863 0.493 -0.374 0.306
C 1.856 -0.261 0.156 -0.171 -0.639 0.177
C 1.362 -0.767 1.279 -0.133 0.597 0.570
C -1.858 0.281 -1.165 -0.378 -0.400 0.263
H 1.212 -1.822 1.475 0.159 -0.081 -0.216
C -1.550 -0.202 -2.423 0.144 -0.242 -0.236
N -0.936 0.818 -0.406 -0.461 1.233 -0.470
H -1.203 1.294 0.446 0.171 -0.225 0.296